[1]
{"formula": "C3H4ClF", "method": "ωB97M-V with the def2-TZVPD basis set", "species": ["C", "C", "C", "F", "Cl", "H", "H", "H", "H"], "positions_angstrom": [[1.767, -0.329, -1.333], [0.574, 0.668, -0.870], [0.396, -0.213, -1.808], [0.078, 1.723, 0.002], [-2.178, 0.740, 1.074], [2.727, -0.104, -1.740], [1.746, -1.242, -0.651], [-1.109, 1.421, 1.251], [-0.091, -0.458, -2.735]], "atomic_forces_ev_per_a": [[-2.8, 0.6, 3.5], [4.4, 7.7, 6.2], [-3.0, -7.1, -6.7], [1.7, -2.9, -2.2], [-0.7, -0.3, 0.4], [0.2, 0.4, -0.7], [0.4, 1.1, -0.3], [-0.2, -0.1, 0.1], [0.0, 0.7, -0.3]], "mulliken_spin": [-0.05, 0.82, 0.99, 0.03, 0.01, 0.04, 0.13, 0.00, 0.04], "orbital_gap_ev": [6.594, 8.691], "homo_ev": [-5.92, -11.03], "fmax_ev_per_a": 10.79, "multiplicity": 3, "e_above_lowest_ev": 4.2099}

=====

[2]
{"formula": "C20H31GaI4N5O2P", "method": "ωB97M-V with the def2-TZVPD basis set", "species": ["Ga", "I", "C", "C", "C", "I", "C", "O", "C", "C", "N", "C", "C", "C", "C", "C", "C", "N", "C", "H", "H", "H", "H", "H", "H", "H", "H", "H", "H", "H", "I", "C", "I", "H", "H", "C", "N", "C", "P", "O", "N", "C", "C", "N", "C", "C", "H", "H", "H", "H", "H", "H", "H", "H", "H", "H", "H", "H", "H", "H", "H", "H", "H", "H"], "positions_angstrom": [[11.139, 8.116, 12.820], [10.845, 7.007, 5.535], [10.834, 7.075, 7.650], [10.011, 6.110, 8.265], [10.176, 5.808, 9.591], [9.247, 4.153, 10.398], [10.997, 6.711, 10.412], [10.884, 6.604, 11.756], [11.825, 7.632, 9.760], [12.900, 8.353, 10.553], [12.410, 9.307, 11.578], [13.613, 9.830, 12.345], [13.757, 8.993, 13.578], [14.867, 9.060, 14.412], [14.992, 8.142, 15.463], [14.039, 7.138, 15.652], [12.945, 7.085, 14.825], [12.759, 8.062, 13.864], [11.723, 7.854, 8.370], [9.252, 5.594, 7.674], [13.484, 7.562, 11.102], [13.585, 8.885, 9.878], [11.945, 10.109, 11.138], [14.530, 9.747, 11.737], [13.558, 10.904, 12.503], [15.566, 9.883, 14.224], [15.821, 8.337, 16.174], [14.173, 6.469, 16.464], [12.101, 6.441, 14.967], [12.313, 8.650, 7.854], [10.504, 7.789, 17.329], [10.157, 5.682, 17.007], [9.387, 4.983, 15.039], [9.398, 5.403, 17.706], [11.070, 5.101, 17.086], [8.333, 11.828, 11.598], [8.468, 11.242, 12.920], [9.521, 11.889, 13.714], [8.160, 9.645, 13.142], [9.409, 8.773, 12.825], [7.710, 9.353, 14.710], [7.020, 10.321, 15.544], [7.468, 8.002, 15.097], [7.123, 9.003, 12.056], [5.765, 9.428, 12.065], [7.548, 8.260, 10.835], [9.258, 11.700, 11.002], [8.187, 12.898, 11.716], [7.500, 11.346, 11.098], [10.422, 12.147, 13.143], [9.808, 11.180, 14.528], [9.134, 12.834, 14.134], [7.115, 11.283, 15.014], [7.471, 10.386, 16.525], [5.953, 10.080, 15.616], [8.139, 7.258, 14.590], [6.406, 7.696, 14.983], [7.774, 7.881, 16.146], [5.619, 10.263, 12.734], [5.136, 8.591, 12.454], [5.418, 9.708, 11.082], [8.073, 8.926, 10.136], [6.582, 7.995, 10.343], [8.076, 7.361, 11.111]], "atomic_forces_ev_per_a": [[-0.7, -0.3, -2.2], [0.0, 0.4, 0.5], [-0.1, -0.1, -0.5], [0.4, 0.0, -0.4], [0.9, 2.0, 1.3], [-0.2, 0.0, 0.3], [-1.1, -1.3, -1.2], [0.9, 0.7, 0.6], [-0.1, 0.6, 0.3], [0.2, -1.2, -0.5], [0.2, 1.0, 0.7], [-0.7, -0.4, -0.7], [-0.7, -1.4, 1.3], [-0.5, 0.0, -0.3], [0.4, 1.1, 0.2], [0.6, 0.6, -0.5], [0.0, 2.2, -0.6], [1.4, -0.2, 0.6], [-0.1, 0.0, -0.4], [0.5, -0.1, 0.1], [-0.4, 0.8, -0.4], [-0.2, -0.2, 0.1], [0.1, -0.5, 0.0], [-0.4, -0.4, 0.1], [-0.5, 0.1, 0.5], [0.0, -0.6, 0.3], [-0.6, -0.6, -0.5], [-0.1, -0.7, 0.5], [-0.1, -0.5, 0.0], [-0.3, -1.0, 0.6], [0.0, -0.7, -0.3], [-0.1, 0.0, -1.3], [0.7, 0.4, 0.8], [-0.2, -0.2, 0.4], [0.0, 0.3, 0.4], [0.3, -0.2, -0.3], [0.4, -0.3, 0.4], [-0.3, -0.4, 1.1], [0.2, -1.4, 0.0], [1.5, 0.0, 0.7], [0.4, 1.1, -1.3], [-0.3, 1.0, -1.1], [0.5, -2.1, 0.2], [1.5, 0.4, -0.2], [-1.6, -0.9, 0.9], [-1.4, 0.7, 0.0], [-0.3, -0.1, 0.1], [-0.3, 0.1, -0.1], [-0.1, 0.3, -0.3], [-0.2, -0.3, -0.2], [-0.1, 0.8, -0.3], [0.2, -0.4, 0.0], [-0.2, -0.1, 0.6], [0.1, -0.1, 0.2], [0.2, 0.0, 0.1], [-0.9, 1.1, 0.0], [0.5, 0.2, 0.0], [-0.4, 0.2, -0.1], [-0.1, 0.4, 0.2], [0.1, 0.6, -0.4], [-0.1, 0.2, -0.3], [0.2, -0.4, 0.2], [0.9, -0.1, 0.3], [0.3, -0.1, -0.2]], "lowdin_charge": [0.53, 0.90, -0.71, -0.24, -0.67, 0.98, -0.35, -0.15, -0.17, -0.13, -0.05, -0.08, -0.18, 0.03, 0.02, -0.02, -0.09, 0.06, -0.10, 0.09, 0.16, 0.14, 0.15, 0.15, 0.14, 0.14, 0.15, 0.12, 0.04, 0.12, 0.81, -0.99, 0.83, -0.05, -0.04, -0.07, -0.30, -0.09, 0.64, -0.24, -0.30, -0.07, -0.18, -0.30, -0.11, -0.03, 0.09, 0.10, 0.08, 0.08, 0.09, 0.11, 0.08, 0.09, 0.10, -0.04, 0.11, 0.03, 0.08, 0.11, 0.09, 0.10, 0.11, 0.06], "orbital_gap_ev": 6.057, "homo_ev": -12.57, "total_charge": 2, "fmax_ev_per_a": 2.49, "e_above_lowest_ev": 0.0000}

=====

[3]
{"formula": "C40H41AlN5O2STe2", "method": "ωB97M-V with the def2-TZVPD basis set", "species": ["Al", "N", "C", "C", "C", "C", "C", "C", "S", "O", "O", "N", "C", "N", "C", "C", "C", "N", "H", "H", "H", "H", "H", "H", "H", "H", "H", "Te", "C", "C", "C", "C", "C", "C", "C", "C", "C", "C", "C", "C", "H", "H", "H", "H", "H", "H", "H", "H", "H", "H", "C", "C", "C", "C", "C", "C", "C", "C", "C", "C", "C", "C", "N", "H", "H", "H", "H", "H", "H", "H", "H", "H", "H", "H", "H", "H", "H", "H", "H", "H", "Te", "C", "C", "C", "C", "C", "C", "H", "H", "H", "H", "H"], "positions_angstrom": [[-0.970, 0.377, 0.731], [4.272, 1.075, 5.381], [2.932, 0.827, 5.079], [2.445, 1.081, 3.800], [1.123, 0.831, 3.488], [0.271, 0.317, 4.456], [0.738, 0.086, 5.745], [2.059, 0.347, 6.056], [-1.419, -0.095, 4.179], [-1.695, -1.268, 4.962], [-2.226, 1.075, 4.406], [-1.416, -0.444, 2.567], [-2.451, -1.129, 2.020], [-3.348, -1.895, 2.655], [-4.277, -2.447, 1.896], [-4.374, -2.275, 0.517], [-3.423, -1.468, -0.060], [-2.471, -0.910, 0.672], [4.883, 1.076, 4.580], [4.644, 0.540, 6.148], [3.116, 1.436, 3.027], [0.783, 1.009, 2.477], [0.070, -0.329, 6.488], [2.426, 0.158, 7.059], [-4.998, -3.069, 2.421], [-5.152, -2.739, -0.069], [-3.400, -1.255, -1.121], [-0.370, 0.386, -2.096], [-1.341, 0.658, -4.072], [-0.624, 0.175, -5.170], [-1.114, 0.298, -6.462], [-2.337, 0.924, -6.687], [-3.052, 1.425, -5.612], [-2.553, 1.291, -4.318], [-0.728, -1.689, -2.432], [0.238, -2.638, -2.125], [0.031, -3.973, -2.462], [-1.146, -4.377, -3.073], [-2.123, -3.435, -3.360], [-1.908, -2.100, -3.053], [0.333, -0.313, -5.010], [-0.542, -0.092, -7.297], [-2.726, 1.018, -7.694], [-4.003, 1.919, -5.775], [-3.132, 1.680, -3.489], [1.156, -2.327, -1.640], [0.797, -4.706, -2.248], [-1.297, -5.418, -3.330], [-3.048, -3.733, -3.841], [-2.658, -1.368, -3.326], [1.589, -4.218, 0.785], [1.134, -2.868, 1.353], [0.821, -3.067, 2.838], [2.180, -1.790, 1.123], [3.475, -2.090, 1.526], [4.527, -1.207, 1.346], [4.245, 0.010, 0.752], [2.962, 0.380, 0.350], [2.894, 1.789, -0.244], [1.685, 2.656, 0.101], [3.148, 1.771, -1.756], [1.864, -0.523, 0.521], [0.587, -0.170, 0.171], [0.748, -4.913, 0.710], [2.339, -4.676, 1.436], [2.041, -4.109, -0.199], [0.226, -2.550, 0.836], [1.703, -3.450, 3.360], [0.006, -3.783, 2.978], [0.534, -2.140, 3.317], [3.669, -3.050, 1.994], [5.534, -1.459, 1.659], [5.053, 0.722, 0.604], [3.752, 2.304, 0.199], [0.769, 2.304, -0.367], [1.867, 3.678, -0.245], [1.506, 2.694, 1.179], [2.339, 1.265, -2.283], [4.079, 1.246, -1.983], [3.222, 2.791, -2.145], [-1.955, 2.682, 1.427], [-2.062, 3.930, -0.284], [-2.701, 3.584, -1.473], [-2.847, 4.519, -2.492], [-2.360, 5.810, -2.342], [-1.713, 6.160, -1.166], [-1.564, 5.226, -0.149], [-3.095, 2.583, -1.596], [-3.349, 4.243, -3.411], [-2.485, 6.536, -3.137], [-1.318, 7.161, -1.038], [-1.048, 5.504, 0.762]], "atomic_forces_ev_per_a": [[0.3, -0.3, 0.4], [0.0, 0.1, 0.0], [0.1, 0.0, 0.0], [0.0, 0.0, 0.0], [-0.1, 0.0, 0.1], [0.1, 0.0, 0.0], [0.1, 0.0, -0.1], [0.0, 0.0, 0.0], [0.1, -0.1, -0.1], [0.0, 0.0, 0.0], [-0.1, 0.0, 0.0], [-0.6, -0.1, 0.0], [0.1, 0.0, 0.2], [0.1, 0.1, 0.0], [0.0, 0.0, 0.0], [0.0, 0.0, 0.0], [0.1, 0.0, -0.2], [0.0, 0.1, 0.3], [0.0, 0.0, 0.0], [0.0, 0.0, 0.0], [0.0, 0.0, 0.0], [0.1, 0.0, 0.0], [0.0, 0.0, 0.0], [0.0, 0.0, 0.0], [0.0, 0.0, 0.0], [0.0, 0.0, 0.0], [0.0, 0.0, 0.0], [-0.2, -0.1, -0.5], [0.2, 0.0, 0.0], [-0.1, 0.1, 0.0], [0.0, 0.0, 0.0], [0.1, 0.0, 0.0], [0.0, 0.0, 0.0], [-0.1, 0.0, 0.0], [-0.1, 0.0, 0.0], [0.0, 0.0, 0.0], [0.0, 0.1, 0.1], [0.0, 0.0, 0.0], [0.0, 0.0, 0.0], [0.0, 0.0, 0.0], [0.0, 0.0, 0.0], [0.0, 0.0, 0.0], [0.0, 0.0, 0.0], [0.0, 0.0, 0.0], [0.0, 0.0, 0.0], [0.0, 0.0, 0.0], [0.1, 0.0, 0.1], [0.0, 0.0, 0.0], [0.0, 0.0, 0.0], [0.0, 0.0, 0.0], [-0.1, 0.0, -0.1], [0.0, 0.0, 0.0], [0.0, 0.0, 0.0], [0.0, 0.0, 0.0], [0.0, 0.1, -0.1], [-0.1, 0.0, 0.0], [0.0, 0.0, 0.0], [0.1, 0.0, 0.1], [-0.1, -0.1, 0.0], [0.1, 0.0, 0.0], [0.0, 0.0, 0.0], [0.0, 0.2, 0.2], [-0.1, -0.2, -0.2], [0.0, 0.0, 0.0], [0.0, 0.0, 0.0], [0.0, 0.0, -0.1], [0.0, 0.0, 0.0], [0.0, 0.0, 0.0], [0.0, 0.0, 0.0], [-0.1, 0.1, 0.1], [0.0, 0.0, 0.0], [0.0, 0.0, 0.0], [0.0, 0.0, 0.0], [0.0, 0.0, 0.0], [0.1, 0.1, 0.0], [0.0, 0.0, 0.0], [0.0, 0.0, -0.1], [0.1, 0.0, 0.0], [0.0, 0.0, 0.0], [0.0, 0.0, 0.0], [-0.2, -0.1, 0.0], [0.2, 0.0, 0.0], [0.0, 0.1, 0.0], [0.0, 0.0, 0.0], [0.0, 0.0, 0.0], [0.0, 0.0, 0.0], [0.1, 0.0, -0.1], [0.0, 0.0, 0.1], [0.0, -0.1, 0.0], [0.0, 0.0, 0.0], [0.0, 0.0, 0.0], [0.0, 0.0, 0.0]], "lowdin_charge": [-0.32, 0.09, -0.31, -0.01, -0.05, -0.29, -0.06, -0.03, 0.60, -0.30, -0.34, -0.09, -0.42, 0.16, -0.11, -0.04, -0.07, 0.08, 0.08, 0.08, 0.11, 0.05, 0.11, 0.11, 0.11, 0.10, 0.11, 1.54, -0.47, -0.16, -0.10, -0.11, -0.10, -0.15, -0.46, -0.12, -0.09, -0.10, -0.09, -0.16, 0.09, 0.09, 0.09, 0.09, 0.07, 0.10, 0.09, 0.10, 0.10, 0.09, -0.09, -0.37, -0.05, -0.14, -0.07, -0.12, -0.09, -0.15, -0.38, -0.10, -0.08, -0.28, -0.18, 0.08, 0.07, 0.06, 0.11, 0.08, 0.08, 0.05, 0.10, 0.08, 0.10, 0.11, -0.02, 0.08, 0.06, 0.00, 0.07, 0.07, 1.06, -0.62, -0.16, -0.10, -0.11, -0.11, -0.17, 0.07, 0.09, 0.09, 0.10, 0.08], "orbital_gap_ev": 6.370, "homo_ev": -4.10, "total_charge": -1, "fmax_ev_per_a": 0.59, "e_above_lowest_ev": 0.6102}